[1]
Entry from the Open Molecules 2025 dataset: a cluster of 8 separate species, C33H63BrFN7O9S in total (wB97M-V/def2-TZVPD).

```
115
C33H63BrFN7O9S, DFT wB97M-V/def2-TZVPD
O 0.0257 1.8769 6.2635
C 0.8840 2.5376 6.7359
C 0.8758 2.6994 8.2176
C 1.7342 3.4769 8.7997
F 1.7808 3.6761 10.0778
C 2.7233 4.2344 7.9636
O 3.4049 5.0345 8.4992
C 2.7979 4.0027 6.4963
C 3.8878 4.7368 5.7551
C 5.3195 4.6130 6.3659
C 5.5848 3.3000 7.0945
Br 7.5029 2.9053 7.2479
C 1.9201 3.2184 5.8881
C 1.8441 2.9318 4.4266
C 2.1532 1.4737 4.0447
C 3.6515 1.1047 4.1276
S 3.7881 -0.6982 4.5275
H 0.1386 2.1781 8.8145
H 3.6265 5.8016 5.7967
H 3.9509 4.4837 4.7009
H 6.0154 4.6662 5.5227
H 5.5367 5.4833 6.9806
H 5.0473 2.4551 6.6695
H 5.2570 3.4125 8.1250
H 2.4506 3.5904 3.7958
H 0.8029 3.1086 4.1276
H 1.5188 0.7573 4.5629
H 1.8729 1.3737 2.9804
H 4.2051 1.7007 4.8517
H 4.1128 1.1785 3.1461
H 4.0819 -0.6416 5.8455
C -2.4364 -0.6228 2.4614
N -1.1462 -0.0134 2.2012
C -0.4531 0.0355 1.0365
C -1.0527 -0.6160 -0.1880
O 0.6360 0.5999 0.9983
H -3.1257 0.1431 2.8226
H -2.3201 -1.3833 3.2373
H -2.8495 -1.0792 1.5681
H -0.6727 0.4432 2.9665
H -0.3656 -0.4825 -1.0204
H -1.1934 -1.6837 -0.0221
H -2.0011 -0.1528 -0.4427
C -4.5975 -4.6099 -1.9675
N -4.0903 -3.2990 -1.5903
C -4.3448 -2.5926 -0.4675
C -5.2693 -3.2071 0.5546
O -3.8296 -1.4899 -0.2998
H -3.7512 -5.2834 -2.1092
H -5.1366 -4.5166 -2.9107
H -5.2581 -5.0189 -1.2099
H -3.4635 -2.8300 -2.2288
H -5.3729 -2.5245 1.3941
H -6.2555 -3.3770 0.1212
H -4.8586 -4.1491 0.9203
C -8.1951 -2.5228 -7.0981
N -7.1765 -3.4251 -6.5939
C -6.9502 -3.8070 -5.3102
C -7.8545 -3.2405 -4.2421
O -6.0423 -4.5822 -5.0483
H -8.8199 -3.0547 -7.8174
H -7.7123 -1.6860 -7.6055
H -8.8204 -2.1405 -6.2984
H -6.5372 -3.8402 -7.2543
H -7.5511 -3.6356 -3.2765
H -7.7746 -2.1529 -4.2133
H -8.8896 -3.5309 -4.4266
C 0.5580 7.2769 0.1846
N 1.5653 6.3377 0.6416
C 1.8174 5.9253 1.9095
C 0.9613 6.4933 3.0156
O 2.7102 5.1205 2.1305
H -0.1018 6.7757 -0.5256
H 1.0490 8.1098 -0.3214
H -0.0331 7.6604 1.0093
H 2.1733 5.9179 -0.0449
H 1.2825 6.0696 3.9639
H 1.0718 7.5774 3.0639
H -0.0865 6.2346 2.8567
C 0.8254 1.1717 -4.8146
N 0.4472 -0.1119 -4.2517
C -0.3745 -1.0531 -4.7790
C -0.9946 -0.7734 -6.1229
O -0.5937 -2.0899 -4.1633
H 1.9110 1.1924 -4.9220
H 0.5219 1.9558 -4.1185
H 0.3643 1.3466 -5.7804
H 0.8253 -0.3696 -3.3524
H -1.6221 -1.6133 -6.4079
H -1.6152 0.1227 -6.0730
H -0.2164 -0.6490 -6.8787
C 4.2328 -2.8974 -4.9162
N 3.3037 -2.3603 -5.8930
C 3.5232 -1.3986 -6.8272
C 4.8982 -0.7807 -6.8945
O 2.6211 -1.0603 -7.5803
H 4.3363 -3.9721 -5.0749
H 3.8331 -2.7309 -3.9142
H 5.2087 -2.4299 -4.9932
H 2.3629 -2.7256 -5.9094
H 4.9116 -0.0370 -7.6860
H 5.1416 -0.2895 -5.9511
H 5.6467 -1.5415 -7.1195
C 0.7319 -4.6297 -2.1336
N -0.1423 -5.5817 -1.4685
C -0.2505 -5.8434 -0.1395
C 0.6383 -5.0638 0.7996
O -1.0445 -6.6809 0.2631
H 0.1181 -3.9210 -2.6892
H 1.3702 -5.1713 -2.8358
H 1.3532 -4.0902 -1.4259
H -0.7636 -6.1355 -2.0377
H 0.4378 -5.3808 1.8190
H 1.6888 -5.2548 0.5762
H 0.4324 -3.9951 0.7206
```

Properties
E = -5427.8076 hartree
HOMO level = -8.6 eV
SMILES = O=C1C=C(F)C(=O)C(CCCBr)=C1CCCS.CNC(C)=O.CNC(C)=O.CNC(C)=O.CNC(C)=O.CNC(C)=O.CNC(C)=O.CNC(C)=O
Molar mass = 832.88 g mol⁻¹
Multiplicity = 1

[2]
Entry from the Open Molecules 2025 dataset: a cluster of 2 separate species, C33H63ClNO5PSSi in total (wB97M-V/def2-TZVPD).

```
106
C33H63ClNO5PSSi, DFT wB97M-V/def2-TZVPD
C 0.3311 3.0681 1.0856
C -1.2743 3.0299 0.7911
P -1.9857 1.5960 -0.1460
C -3.8202 1.3542 -0.1828
C -4.4492 -0.0185 0.4525
C -0.8443 0.3106 -0.8637
C -1.8093 -0.8061 -1.6555
C -1.0725 -1.6006 -2.8739
C 0.1941 -2.5433 -2.4783
C 0.0224 -4.1136 -2.9537
C 1.3301 -4.5105 -3.8730
C 2.6222 -5.0597 -3.0262
C 3.3769 -3.9376 -2.0998
C 4.3151 -2.8738 -2.9585
Si 4.8052 -1.3133 -1.8772
C 5.8314 -0.0056 -2.8986
C 3.2365 -0.3511 -1.2140
C 5.7458 -1.9205 -0.2753
C 6.2959 -3.4504 -0.0671
C 7.0537 -3.9370 1.3397
C 7.2239 -2.7850 2.5079
C 6.7221 -1.2222 2.3198
C 5.9667 -0.7754 0.9087
C 0.1264 1.1308 -1.9623
C -0.5436 2.2482 -2.8895
C -1.9679 1.9312 -3.6173
O -0.6112 3.6324 -2.3060
O 0.1616 -0.3145 -0.0660
C -0.0061 -0.9141 1.1768
S -0.5750 0.1051 2.6693
C -0.8610 -2.3475 1.2928
C -0.2901 -3.2274 2.5976
C -0.1635 -4.8407 2.2716
O 0.6064 -5.2992 1.2782
O -2.2321 -1.9668 1.6759
C -3.1987 -3.0512 1.4482
Cl -4.6189 -2.7905 2.6458
H 0.8272 2.0043 0.9383
H 0.8725 3.9269 0.4981
H 0.4763 3.3173 2.2429
H -1.8156 3.1278 1.8451
H -1.5343 4.0452 0.2195
H -4.2839 1.4407 -1.2803
H -4.3393 2.2500 0.4150
H -4.2277 -0.1519 1.6177
H -5.6357 0.0984 0.3909
H -4.2097 -1.0005 -0.1593
H -2.2704 -1.6084 -0.9415
H -2.7602 -0.2803 -2.1559
H -0.7041 -0.8633 -3.7375
H -1.9085 -2.2716 -3.3994
H 1.1396 -2.1309 -3.0801
H 0.5070 -2.5504 -1.3540
H 0.0069 -4.7578 -1.9715
H -0.9997 -4.2820 -3.5403
H 0.9981 -5.4023 -4.5940
H 1.6281 -3.6260 -4.6155
H 2.2964 -6.0031 -2.3731
H 3.4065 -5.4714 -3.8066
H 4.0673 -4.5504 -1.3423
H 2.6604 -3.2990 -1.4184
H 5.3050 -3.3839 -3.3754
H 3.6573 -2.4520 -3.8391
H 6.2695 0.8351 -2.1880
H 5.0646 0.5565 -3.6116
H 6.6694 -0.4869 -3.5685
H 3.1272 -0.4295 -0.0490
H 3.1969 0.7605 -1.6237
H 2.3121 -0.9081 -1.6797
H 6.1856 -4.2803 -0.9043
H 7.4261 -5.0327 1.5145
H 7.7309 -3.0766 3.5430
H 6.8466 -0.3763 3.1261
H 5.5787 0.3309 0.6985
H 0.9132 1.6874 -1.2526
H 0.7980 0.4001 -2.6013
H 0.2167 2.4059 -3.8037
H -2.8823 1.7681 -2.9101
H -1.8465 0.9865 -4.3212
H -2.1993 2.8467 -4.3433
H -1.4963 4.0545 -2.5262
H 1.0880 -1.2678 1.5327
H -1.9230 0.4850 2.5191
H -0.8219 -2.9861 0.3146
H 0.7638 -2.8759 2.9618
H -1.0238 -3.0577 3.5247
H -0.7501 -5.5779 3.0019
H -3.5489 -3.0455 0.3092
H -2.7914 -4.1293 1.6574
C -4.9586 7.7548 4.5488
O -3.6414 7.2305 4.4795
C -3.5625 5.8105 4.6396
C -3.9025 5.0047 3.3638
C -5.3971 4.9454 3.0563
N -3.1930 5.5314 2.1884
H -5.5843 7.2092 5.2598
H -5.4123 7.7538 3.5568
H -4.8921 8.7970 4.8757
H -2.5185 5.6027 4.8995
H -4.1646 5.4838 5.4958
H -3.5679 3.9735 3.5307
H -5.7754 5.8708 2.6138
H -5.6053 4.1451 2.3368
H -5.9766 4.7369 3.9611
H -2.1879 5.4669 2.3577
H -3.3672 6.5409 2.1551
```

Properties
E = -3214.6073 hartree
HOMO level = -6.6 eV
SMILES = CCP(CC)[C@@](CCCCCCCC[Si](C)(C)c1ccccc1)(C[C@@H](C)O)O[C@@H](S)[C@@H](CC=O)OCCl.COC[C@@H](C)N
Molar mass = 680.45 g mol⁻¹
Multiplicity = 1
ΔE to the lowest compared entry with this formula, charge and spin = 416.9 kcal/mol

E of number 2 (C33H63ClNO5PSSi)? -3214.6073 hartree

multiplicity of number 1 (C33H63BrFN7O9S)? 1

The highest HOMO level belongs to which entry? C33H63ClNO5PSSi